Record 1
# C27H36F8N5O10S

2 unconnected molecules or ions with the total composition C27H36F8N5O10S at a distorted geometry (wB97M-V/def2-TZVPD, OMol25).

Properties
LUMO level (eV): -5.3268
Net charge: +1
E_HOMO (eV): -11.5
Gap between HOMO and LUMO (eV): 6.131

Geometry (Å):
1 O -5.132 -3.018 0.624
2 H 4.376 3.674 -3.003
3 O -0.621 -3.758 -2.054
4 C 0.400 0.050 0.565
5 H 0.536 -5.160 -0.205
6 H -3.239 -3.990 0.472
7 H -4.628 -2.387 -1.705
8 H 4.972 0.722 -3.172
9 H 0.211 -3.726 2.379
10 C -1.903 5.799 4.820
11 N 4.199 2.756 -2.518
12 H 3.350 -1.226 -0.104
13 F -2.227 0.232 0.722
14 F -0.910 2.338 0.423
15 C 5.113 2.690 0.144
16 H 0.252 1.682 -1.732
17 C -5.300 -2.324 1.939
18 C 2.745 1.023 -3.791
19 H 2.040 1.949 -3.522
20 H -2.519 1.594 -1.415
21 C -0.818 4.793 2.852
22 O -3.113 -1.012 -5.015
23 H -3.642 4.353 4.132
24 H -0.791 4.129 1.997
25 N 0.427 -0.850 -0.594
26 C -0.928 0.912 0.927
27 H 2.472 -5.185 -0.344
28 H 0.635 -0.710 -4.169
29 H -4.589 -0.168 2.180
30 O -2.904 5.869 5.525
31 H -0.718 7.251 5.951
32 N -0.760 -2.817 -1.065
33 N -1.431 -2.349 -3.364
34 S 3.101 -2.420 0.604
35 C 0.370 6.511 4.291
36 H 2.613 -4.705 2.292
37 H 0.344 -3.941 -2.237
38 C -2.143 -1.553 -4.225
39 F -0.871 1.120 2.430
40 C 0.379 5.610 3.106
41 C -5.419 -0.711 1.560
42 H -4.435 -2.555 2.694
43 F 2.120 -7.037 3.366
44 C 1.706 -6.765 1.939
45 H 3.995 2.945 0.452
46 H -0.021 1.239 -3.520
47 C 2.431 -0.247 -2.805
48 F 2.671 -7.388 1.004
49 F 1.600 0.969 0.523
50 C -1.327 -1.695 -1.969
51 H 3.267 -1.063 -3.036
52 C 0.980 -0.980 -3.057
53 C -0.438 0.995 -2.426
54 H -1.935 2.655 -2.857
55 C -3.690 -2.898 0.299
56 C -0.179 -0.535 -1.929
57 H -6.507 -0.321 1.738
58 O 6.613 2.527 -1.914
59 C -1.973 1.535 -2.444
60 C -3.518 -2.612 -1.323
61 H 1.182 -2.129 -3.096
62 H 5.856 3.484 0.635
63 C 4.294 1.605 -3.542
64 N 1.569 -3.149 0.054
65 H 2.550 0.762 -4.931
66 O 1.508 7.258 4.538
67 H 5.398 1.656 0.612
68 C -0.697 6.598 5.088
69 C 1.642 -5.101 1.776
70 C 0.571 -2.344 -0.440
71 H 2.620 0.107 -1.706
72 H -3.099 -2.156 0.983
73 H 4.646 2.094 -4.552
74 C 1.527 -4.663 0.165
75 O 1.367 5.566 2.381
76 O -2.725 -1.437 -1.666
77 C 5.328 2.654 -1.500
78 H -5.185 -0.517 0.408
79 H -3.213 -3.610 -1.883
80 C -1.884 4.878 3.651
81 H 2.136 7.020 3.822
82 F 0.625 -0.790 1.805
83 H -2.703 0.966 -3.180
84 O -3.011 4.111 3.419
85 H -6.302 -2.690 2.449
86 O 0.384 -4.708 2.483
87 F 0.325 -7.281 1.793

***

Record 2
# C27H36FN3O8S2

A molecular structure, C27H36FN3O8S2 at a distorted geometry (wB97M-V/def2-TZVPD, OMol25).

Properties
LUMO level (eV): -0.3594
E_HOMO (eV): -8.6
Gap between HOMO and LUMO (eV): 8.268

Geometry (Å):
1 C -3.368 -1.475 1.304
2 C -8.064 -2.776 4.592
3 C 5.505 3.574 -0.865
4 C 0.939 3.449 0.579
5 S -5.906 -1.628 4.163
6 C -2.730 -2.495 -2.585
7 H -4.289 -2.066 1.423
8 H -5.475 0.575 1.500
9 C 6.645 -2.878 -0.908
10 H -0.779 1.724 -3.641
11 O 6.446 1.544 0.143
12 O 7.163 -1.563 -0.745
13 H 7.475 2.829 -1.042
14 C -0.732 -1.279 -1.892
15 H 1.248 -2.017 -1.387
16 C -3.068 -1.450 -3.443
17 H -8.695 -1.953 4.934
18 C -2.281 1.660 -0.580
19 C 3.211 3.841 -0.433
20 H -2.670 1.397 -1.569
21 C 1.360 2.454 -1.539
22 S -0.155 4.127 2.533
23 H 4.612 -3.673 -0.874
24 H -2.665 -2.088 0.729
25 C -2.363 0.452 0.399
26 C -0.285 1.084 -2.890
27 C -1.563 -2.399 -1.843
28 C -0.390 2.914 0.530
29 H -4.036 1.700 1.573
30 H 5.974 -1.572 0.985
31 C 0.533 -1.253 -1.043
32 H 7.312 -3.432 -1.581
33 H -4.195 0.355 2.698
34 H 6.671 -3.393 0.071
35 N -1.126 3.218 1.606
36 H -1.327 -3.262 -1.212
37 H 6.332 1.848 -1.957
38 C -0.843 2.146 -0.593
39 H 3.508 3.931 0.625
40 C 6.463 2.379 -1.001
41 F 2.188 2.229 -2.582
42 H -8.486 -3.719 4.930
43 N -3.626 -0.162 0.676
44 H 5.168 -3.222 -2.479
45 N 1.233 4.171 1.663
46 C 5.726 0.334 -0.040
47 C -4.389 0.659 1.653
48 H -2.955 2.420 -0.144
49 H 5.881 4.397 -1.510
50 H -3.958 -1.436 -4.076
51 C -7.864 -2.732 3.091
52 H 3.115 4.884 -0.816
53 O 4.190 3.192 -1.219
54 O -5.968 -0.305 4.668
55 C 1.835 3.208 -0.526
56 H -3.395 -3.357 -2.527
57 H -8.779 -2.483 2.559
58 H 5.376 0.165 -1.069
59 H -2.961 -1.367 2.324
60 H 0.241 -1.525 -0.015
61 H -2.522 0.488 -4.155
62 C -2.238 -0.344 -3.500
63 H 1.017 -0.274 -0.974
64 H 7.423 -0.573 1.025
65 O -6.753 -2.587 5.136
66 H 4.676 -1.930 -1.295
67 C -1.077 -0.211 -2.726
68 H 5.601 3.935 0.175
69 O -4.683 -2.274 3.858
70 O -1.351 0.059 0.943
71 H -7.472 -3.680 2.715
72 C 6.591 -0.889 0.371
73 H 4.839 0.316 0.621
74 H 0.675 0.802 -3.354
75 O -6.873 -1.722 2.881
76 C 5.169 -2.899 -1.426
77 C 0.012 1.886 -1.620

***

Record 3
# C27H36N5O3RuS6

A molecular structure, C27H36N5O3RuS6 (wB97M-V/def2-TZVPD, OMol25).

Properties
LUMO level (spin up / spin down) (eV): -0.8245 / -1.4623
2S+1: 2
E_HOMO (spin up / spin down) (eV): -7.7 / -7.7
Gap between HOMO and LUMO (spin up / spin down) (eV): 6.836 / 6.237
ΔE to the lowest compared entry with this formula, charge and spin (kcal per mole): 3.6

Geometry (Å):
1 C 1.802 -1.280 3.040
2 H -1.198 -1.096 3.383
3 H 0.307 1.470 4.081
4 H 1.351 -1.048 3.994
5 H 4.174 -0.025 -5.393
6 C -0.246 -3.034 -3.647
7 H 1.350 3.207 -5.371
8 C 4.355 -2.904 -1.183
9 C -3.545 1.287 0.429
10 N 2.034 -0.747 0.736
11 H -2.679 -1.431 -3.317
12 C 1.842 2.367 -4.902
13 H 2.965 -2.942 3.751
14 H -2.731 1.207 4.318
15 H -5.945 0.073 2.870
16 C -5.616 -0.663 2.132
17 H -5.272 -0.805 0.011
18 C -2.100 3.931 4.564
19 H -5.435 1.709 -0.416
20 N 3.197 -0.887 -1.571
21 S -0.113 1.540 -0.397
22 C 3.540 -1.878 -0.744
23 N 2.086 0.996 -2.973
24 C -5.067 1.276 0.518
25 C 4.417 -1.857 -3.340
26 C 2.702 -2.324 2.903
27 H -3.021 3.371 4.735
28 H 0.788 0.304 1.974
29 H 0.206 -2.358 -4.373
30 C -5.713 -0.097 0.718
31 C -0.692 1.897 3.965
32 C 3.277 -2.558 1.667
33 H -2.150 4.824 5.187
34 H -1.520 0.320 5.191
35 O 5.922 -3.974 -4.257
36 H -2.090 4.258 3.521
37 S -1.897 -1.378 0.856
38 H -0.762 2.218 2.921
39 C 1.490 -0.517 1.930
40 H -1.133 -3.519 -4.054
41 C 3.410 0.567 -4.910
42 Ru 1.706 0.364 -1.013
43 S 2.230 3.688 -0.708
44 C 5.658 -4.073 -3.049
45 C -0.854 3.108 4.879
46 O 0.586 -1.336 -1.919
47 H -3.198 0.555 -0.297
48 C -1.721 0.796 4.230
49 H 0.770 2.566 -3.039
50 H -6.769 -0.009 0.451
51 H 0.476 -3.786 -3.334
52 H 4.762 -1.902 -4.365
53 C 2.811 1.631 -5.562
54 H 3.998 -3.350 1.527
55 H 0.028 3.742 4.773
56 N -2.885 0.977 1.686
57 C 3.601 -0.858 -2.844
58 H -2.977 1.666 2.415
59 C 2.935 -1.746 0.599
60 N -1.712 -0.247 3.219
61 C -2.192 -0.137 1.959
62 H 4.656 -3.741 -0.567
63 H 3.101 1.882 -6.574
64 H -3.199 2.270 0.100
65 C 3.028 0.267 -3.613
66 O 5.906 -4.945 -2.203
67 H -0.874 2.782 5.924
68 H -5.393 1.956 1.314
69 C -1.788 -0.916 -2.960
70 H -4.601 -0.972 2.382
71 C 1.510 2.019 -3.605
72 S 0.406 3.453 0.206
73 H -6.254 -1.542 2.237
74 S 3.163 1.953 -0.147
75 H -2.054 -0.201 -2.184
76 C 4.795 -2.897 -2.501
77 H -1.258 -0.422 -3.774
78 S -0.688 -2.096 -2.189

***

Record 4
# C27H36N5PPd

A molecular structure, C27H36N5PPd (wB97M-V/def2-TZVPD, OMol25).

Properties
LUMO level (spin up / spin down) (eV): -10.1029 / -13.4501
2S+1: 5
Net charge: +4
E_HOMO (spin up / spin down) (eV): -18.4 / -19.0
Gap between HOMO and LUMO (spin up / spin down) (eV): 8.257 / 5.574
ΔE to the lowest compared entry with this formula, charge and spin (kcal per mole): 2.7

Geometry (Å):
1 H 2.633 -5.597 1.951
2 C -3.864 0.920 -4.763
3 C 2.483 -1.881 -2.557
4 C -1.554 -0.672 -4.770
5 H -4.250 -2.658 2.349
6 H 2.314 -3.147 1.479
7 H -1.738 -0.675 -6.897
8 C -3.308 0.457 -5.958
9 C -3.715 -2.259 1.496
10 C 1.904 -5.771 1.160
11 C -1.180 0.479 4.671
12 C -0.046 -3.071 -2.364
13 H 0.555 -7.376 0.784
14 H -0.957 2.624 4.592
15 H 1.917 2.960 1.670
16 C 0.744 0.620 3.121
17 H 3.643 2.622 1.651
18 C -0.635 1.786 5.212
19 H 2.442 -5.954 0.231
20 H 3.262 0.208 1.557
21 H -4.307 -1.010 -1.594
22 C -1.644 -1.687 0.428
23 H 0.689 -7.011 2.391
24 H -1.021 1.954 6.216
25 C -3.751 -1.320 -0.719
26 C -2.351 -1.263 -0.710
27 H -1.087 -0.325 5.402
28 C 2.411 0.886 1.366
29 N 1.646 -3.335 0.734
30 C 1.065 -3.840 -2.663
31 C 2.669 2.095 3.486
32 H 3.514 1.507 3.855
33 C -2.156 -0.333 -5.960
34 C 0.882 1.734 5.257
35 H 3.456 -1.422 -2.669
36 Pd 0.445 -1.485 0.341
37 C 1.369 -1.094 -2.281
38 H 1.471 -0.015 -2.218
39 H 0.211 -4.770 0.219
40 H -2.229 0.571 4.395
41 H -0.889 -0.450 2.745
42 H 0.946 -4.895 -2.877
43 C 2.678 2.244 1.984
44 H 0.360 -4.458 1.948
45 H -1.031 -3.524 -2.326
46 H 1.242 0.962 5.941
47 C 2.327 -3.247 -2.763
48 N 1.412 1.443 3.905
49 C -2.320 -2.205 1.517
50 H 2.191 -3.440 -0.125
51 C -4.424 -1.820 0.383
52 C -2.133 -0.244 -3.555
53 C 0.925 -4.597 1.025
54 H -4.742 1.549 -4.783
55 H 1.308 2.683 5.573
56 H -0.659 -1.282 -4.774
57 C -3.277 0.590 -3.563
58 H -1.796 -2.586 2.389
59 H -3.769 0.728 -6.899
60 H -5.503 -1.884 0.371
61 N 1.247 0.206 1.888
62 H 1.896 -7.823 1.625
63 N -0.429 0.099 3.459
64 H 2.311 0.920 0.277
65 H 3.184 -3.847 -3.042
66 H -3.681 0.986 -2.639
67 C 0.093 -1.682 -2.176
68 N 1.209 -7.067 1.510
69 H 2.699 3.064 3.979
70 P -1.365 -0.607 -2.039

***

Record 5
# C27H36NPt

A molecular structure, C27H36NPt at a distorted geometry (wB97M-V/def2-TZVPD, OMol25).

Properties
LUMO level (spin up / spin down) (eV): -2.5719 / -6.0554
2S+1: 5
Net charge: +1
E_HOMO (spin up / spin down) (eV): -9.2 / -11.1
Gap between HOMO and LUMO (spin up / spin down) (eV): 6.596 / 5.072
ΔE to the lowest compared entry with this formula, charge and spin (kcal per mole): 22.2

Geometry (Å):
1 H 2.910 -1.391 -2.133
2 C -0.748 0.174 4.254
3 C -0.598 1.160 -2.107
4 C 2.244 -0.715 1.130
5 H 0.824 3.537 1.399
6 C -0.034 2.530 -0.313
7 C -1.234 -2.351 -0.333
8 C -1.108 1.775 -0.916
9 H 2.733 1.237 -3.174
10 H 3.145 -3.507 0.311
11 H -2.178 -0.214 -2.658
12 C -1.906 -0.151 1.808
13 H 0.698 -1.398 -2.972
14 H 1.821 -1.202 2.016
15 H -0.252 0.301 5.210
16 C 2.350 0.722 1.101
17 H -3.119 2.556 -0.860
18 C -2.111 -0.055 4.202
19 H 4.313 -1.536 -1.056
20 H 1.503 1.962 -4.237
21 H -1.985 1.206 -3.730
22 C -0.014 -1.973 -2.367
23 H 2.384 4.054 -1.624
24 C -1.841 -3.481 -0.907
25 H 1.817 -3.394 -0.878
26 C -1.534 -3.863 -2.220
27 H 3.160 1.159 0.504
28 Pt 0.512 0.279 -0.133
29 H -3.728 0.667 5.411
30 H 2.605 3.437 0.034
31 C -0.611 -3.099 -2.952
32 H -2.006 -4.743 -2.670
33 H -3.431 -1.115 5.523
34 C 3.316 -1.060 -1.163
35 H -2.329 0.042 6.358
36 H 2.169 1.250 2.044
37 C 2.434 -1.502 -0.011
38 H -0.541 4.403 0.641
39 H 3.464 0.030 -1.201
40 H -0.840 2.958 1.647
41 C -1.440 0.452 -3.129
42 H 3.287 2.545 -1.353
43 N -0.552 0.101 1.804
44 C 2.192 -2.990 0.077
45 C -0.153 3.401 0.908
46 H 1.457 -3.232 0.861
47 H -3.753 -0.426 2.875
48 C -2.533 1.716 -0.440
49 C 1.663 1.214 -3.436
50 C 0.793 1.517 -2.248
51 H -0.358 -3.380 -3.981
52 H -2.558 -4.068 -0.320
53 C -0.300 -1.558 -1.043
54 C 0.001 0.245 3.073
55 C 2.421 3.135 -1.009
56 H -0.831 -0.156 -3.813
57 H 1.440 0.224 -3.864
58 H -1.497 -2.087 0.697
59 H -2.441 -0.318 0.904
60 H -3.013 0.775 -0.754
61 H -2.594 1.772 0.658
62 C 1.132 2.378 -1.151
63 H 1.017 0.401 3.299
64 C -2.945 -0.120 5.448
65 C -2.691 -0.230 2.961

***

Record 6
# C27H37BCl2N6PdS4

A molecular structure, C27H37BCl2N6PdS4 (wB97M-V/def2-TZVPD, OMol25).

Properties
LUMO level (eV): -0.4247
E_HOMO (eV): -6.8
Gap between HOMO and LUMO (eV): 6.376
ΔE to the lowest compared entry with this formula, charge and spin (kcal per mole): 13.5

Geometry (Å):
1 H 5.058 3.085 -2.208
2 N 0.694 -0.154 3.889
3 H 3.754 -1.471 -2.883
4 C 2.093 -1.636 -1.466
5 H -3.271 4.924 -5.184
6 C -0.030 -0.554 6.183
7 C 1.530 -1.602 2.455
8 H 5.784 -0.500 -2.426
9 C -1.317 -3.987 -0.600
10 S -1.062 1.333 2.337
11 S -1.781 3.771 0.166
12 C 2.361 0.431 -0.636
13 H 3.023 1.578 -3.888
14 H 0.703 -3.660 0.173
15 H 2.421 1.570 4.950
16 H -1.591 3.136 -4.728
17 C -3.984 -2.744 -2.658
18 H 1.643 -2.600 -1.608
19 Pd -0.747 1.771 0.084
20 H -1.434 -5.042 -0.745
21 H 0.612 -1.429 6.284
22 N -0.577 -1.952 -0.161
23 H -4.250 6.172 -3.263
24 H -4.962 -3.067 -3.019
25 H -3.987 -1.664 -2.540
26 C 1.557 -1.229 3.746
27 C -2.974 4.694 -4.171
28 H 2.086 -2.367 1.944
29 N 3.294 0.212 -1.610
30 C 4.307 2.523 -1.648
31 Cl -3.865 5.999 -0.520
32 Cl -0.468 2.185 -2.369
33 C -3.750 -4.956 -1.563
34 C 4.320 1.111 -2.217
35 H -4.496 -3.634 0.664
36 H 1.903 1.424 6.636
37 C -0.254 -3.297 -0.156
38 B 0.343 -0.826 0.300
39 C 1.972 0.900 5.683
40 H -3.236 -3.017 -3.404
41 C -3.690 -3.447 -1.334
42 C 4.030 1.195 -3.717
43 C 5.690 0.481 -1.961
44 N 1.610 -0.717 -0.555
45 H 4.125 0.232 -4.217
46 C -1.692 3.430 -2.617
47 N 0.639 -0.787 1.805
48 H -0.325 0.146 0.116
49 N -2.320 -3.074 -0.877
50 C -2.042 3.699 -3.924
51 C -1.879 -1.811 -0.583
52 H -1.005 -0.881 5.821
53 C -3.522 5.390 -3.105
54 H -3.594 -5.520 -0.643
55 C -3.144 5.084 -1.811
56 H 4.740 1.881 -4.178
57 H 0.042 2.507 4.588
58 H -0.159 -0.115 7.172
59 H -4.701 -2.021 -0.041
60 C 0.565 0.491 5.239
61 H -3.035 -5.289 -2.317
62 H -5.703 -3.369 -0.602
63 H -0.279 2.115 6.283
64 C 3.126 -1.071 -2.111
65 H 2.116 -1.624 4.571
66 H -4.748 -5.193 -1.929
67 C -0.316 1.733 5.262
68 C 0.134 0.107 2.678
69 H 5.864 0.376 -0.890
70 H 6.468 1.124 -2.375
71 S 2.088 1.756 0.374
72 S -2.769 -0.373 -0.655
73 H 4.562 2.549 -0.593
74 C -2.213 4.080 -1.506
75 H 2.633 0.046 5.821
76 H -1.352 1.516 5.014
77 H 3.342 3.008 -1.769
78 C -4.709 -3.086 -0.255